Record 1
Here is a structure of composition C54H42CdF5N7O2P2S2Te in a non-equilibrium geometry from OMol25. Energies are from ωB97M-V with the def2-TZVPD basis set.

Atoms and positions in Å:
Te  -1.8291  -2.0471  2.8586
Cd  0.2140  -1.1619  -0.9491
S  3.7539  1.6287  -1.3438
S  2.4029  1.3505  -4.5082
P  0.5753  -0.4262  1.6974
P  -2.1126  0.0741  0.8874
F  2.7987  -3.1941  -0.4372
F  0.8049  -4.0574  -0.7920
F  2.4974  -4.3329  -2.9526
F  2.8322  -2.2179  -3.0187
F  0.8576  -3.0124  -3.3753
O  3.7849  2.9292  -2.0044
O  4.9512  1.5297  0.2907
N  2.5592  0.6413  -1.8585
N  0.4428  3.9886  -0.4137
N  0.7825  -0.0814  -3.0871
N  -6.3646  -4.7909  -7.6194
N  8.1733  -1.4656  -3.9096
N  -4.4501  -0.7091  6.8366
N  0.2355  1.9856  0.5922
C  -5.6727  -4.3772  -6.7968
C  2.0386  1.6543  3.1914
C  -3.5184  -3.4921  -6.0895
C  -1.5639  -1.9266  -1.9224
C  1.9204  0.5606  -2.9797
C  -0.3005  4.3116  0.7769
C  0.9555  0.7026  -5.2353
C  4.1387  1.4926  1.3191
C  -2.3197  -2.3436  -2.7850
C  1.6089  -2.9454  -1.1339
C  1.2739  4.9498  -1.0833
C  -3.2635  -0.1696  6.5812
C  -2.6893  3.4054  -1.4979
C  -4.8636  -1.6497  5.9967
C  0.6516  2.6436  -0.4180
C  -2.5505  2.0612  -0.9856
C  6.4303  -1.2988  -2.2459
C  -1.0587  -0.0048  2.4022
C  -2.2487  1.8192  0.2970
C  1.9263  0.7705  2.1303
C  -2.4742  -0.5121  5.5026
C  -2.9182  -1.4798  4.6009
C  4.2262  2.3591  2.4208
C  -4.1451  -2.0729  4.8971
C  2.4227  -3.4938  3.7904
C  2.9935  0.6685  1.2458
C  -5.3154  -3.7297  -4.4830
C  0.2578  -0.0167  -4.3339
C  1.0917  -1.1493  4.3456
C  -4.8929  -0.1856  0.9233
C  -1.9342  2.9273  1.2431
C  -5.2712  0.9676  3.4077
C  7.1111  -0.7621  -3.3382
C  1.5830  -1.9150  5.3807
C  -6.1730  -0.0166  1.4173
C  3.1983  2.4055  3.3410
C  -2.3927  4.4777  -0.7606
C  5.4310  -0.5801  -1.6229
C  -1.8515  4.3413  0.6200
C  5.1288  0.6845  -2.0834
C  1.2420  -1.5469  3.0187
C  5.7650  1.2230  -3.1801
C  1.9460  -3.1342  -2.5936
C  -3.9930  0.8083  2.9072
C  -3.1758  -2.8489  -3.7831
C  -4.8365  -3.8689  -5.7931
C  -6.3659  0.5660  2.6599
C  1.9192  -2.7261  2.7512
C  -4.4994  -3.2252  -3.4994
C  2.2529  -3.0974  5.1038
C  6.7611  0.4996  -3.8116
C  -0.4152  2.9269  1.4744
C  -2.7057  -2.9935  -5.1012
C  -3.7904  0.2345  1.6580
H  6.6850  -2.2896  -1.8964
H  7.2665  0.9038  -4.6798
H  -0.6705  -0.5327  -4.5112
H  -3.1362  1.1054  3.4951
H  -1.5229  -0.0267  5.3435
H  -5.4108  1.4013  4.3898
H  -4.5409  -2.8383  4.2455
H  -2.5103  5.4816  -1.1498
H  2.9405  -0.0800  0.4632
H  5.1047  2.9797  2.5441
H  -1.6852  -2.7113  -5.3184
H  1.7948  5.5790  -0.3500
H  2.9177  1.8423  -0.2170
H  2.0337  4.4328  -1.6694
H  3.2742  3.0843  4.1832
H  -3.0648  3.5238  -2.5073
H  1.2462  1.7600  3.9182
H  -5.8392  -2.0716  6.2186
H  0.1388  5.1635  1.3078
H  8.3774  -1.2033  -4.8625
H  0.7453  0.8969  -6.2661
H  0.5652  -0.2292  4.5501
H  8.1148  -2.4658  -3.7855
H  2.9470  -4.4151  3.5751
H  1.1187  2.1773  -1.2647
H  2.6369  -3.7025  5.9150
H  -6.3334  -4.0246  -4.2606
H  -2.9428  0.5871  7.2914
H  1.4415  -1.5981  6.4064
H  5.4639  2.1946  -3.5396
H  -0.0746  2.8014  2.4986
H  -4.7290  -0.6553  -0.0379
H  -7.3681  0.7127  3.0422
H  -2.2807  5.1092  1.2689
H  2.0440  -3.0574  1.7331
H  0.6743  5.5946  -1.7348
H  -4.8650  -3.1138  -2.4884
H  -2.7048  1.2371  -1.6705
H  4.8886  -1.0040  -0.7941
H  -7.0245  -0.3421  0.8330
H  -2.5472  2.8645  2.1443
H  -3.1533  -3.6010  -7.1030

Properties
relative energy (zero: lowest compared OMol25 entry of this formula, charge and spin)	572.67	kJ/mol
DFT total energy	-136892.187	eV
charge	-2
HOMO-LUMO gap	0.2310	Eh

---

Record 2
Here is a structure of composition C20H42Al2BBrCl2InLiO13S2 in a non-equilibrium geometry from OMol25. Energies are from ωB97M-V with the def2-TZVPD basis set.

Atoms and positions in Å:
In  0.0745  0.6085  -2.5674
Br  2.7253  5.5072  -3.4850
Cl  -3.6752  1.5923  4.1556
Cl  -2.3431  4.8417  -3.6785
S  -1.7594  3.3335  -1.9254
S  2.3736  -0.9019  3.1963
Al  -6.0522  1.6635  3.1238
Al  -3.4012  5.7500  1.2608
O  -1.3187  -1.7163  10.3650
O  -3.4582  -3.6652  9.8710
O  -2.6311  -3.6194  7.7999
O  -0.9077  -2.0488  8.1990
O  4.7691  -5.0269  2.2082
O  1.9636  0.7644  -1.7001
O  -0.5300  -3.8309  6.5777
O  -2.0132  -2.0638  6.0248
O  -1.5627  -1.9879  3.8434
O  0.2616  -4.1630  4.5174
O  1.8904  -0.9132  4.5935
O  -0.3100  -1.4560  -7.1969
O  -4.0605  0.6745  0.3464
C  -0.8232  0.5728  0.3825
C  -0.4419  -3.5981  5.2910
C  4.0869  -0.3591  3.2222
C  -1.4036  -2.4512  4.9325
C  0.6963  -2.1184  -7.9495
C  -1.5019  -2.1862  -6.9690
C  -2.6849  -3.2665  9.0739
C  3.0860  3.4016  0.7459
C  -3.1394  1.4812  1.0802
C  -0.7823  2.5998  -3.2814
C  2.6254  2.0064  0.2834
C  -0.9244  4.8880  0.2036
C  -1.3353  -0.0829  -0.8660
C  2.3143  2.0189  -1.1780
C  -1.5584  -2.2402  9.3344
C  0.2566  -2.5127  -9.3478
C  -1.9020  0.7376  1.4803
C  -0.9673  4.9368  -1.3265
C  2.7013  -2.5993  2.7106
C  -1.2937  -3.4853  -6.2100
B  -1.5220  -2.8923  7.1546
Li  3.1012  3.0196  -3.3521
H  -0.3953  1.5405  0.1088
H  3.1716  -2.6109  1.7281
H  1.0714  -2.9868  -7.3979
H  3.3525  -3.0675  3.4457
H  -0.0380  3.3172  -3.5967
H  -1.3440  -1.1614  -0.8402
H  3.4164  1.3116  0.5302
H  4.2168  -5.3738  2.9162
H  0.0312  5.0392  -1.7821
H  1.5259  -1.4154  -8.0202
H  1.7751  1.7364  0.8918
H  -2.3223  0.2465  -1.1791
H  1.4768  2.7164  -1.3543
H  -0.5675  -3.2264  -9.3320
H  -2.1472  -1.5293  -6.3835
H  -0.0774  -1.6367  -9.9042
H  -0.8106  -3.2929  -5.2500
H  -1.9860  4.9271  0.5912
H  4.5054  -0.4510  2.2209
H  -0.6631  -4.1835  -6.7596
H  -1.4991  2.3872  -4.0555
H  -1.4395  1.3162  2.2768
H  -4.3403  1.1648  -0.4239
H  -2.1728  -0.2003  1.9416
H  4.6445  -0.9722  3.9282
H  -0.3772  5.7098  0.6499
H  5.5906  -5.5201  2.2973
H  4.1158  0.6825  3.5366
H  -1.5363  5.7843  -1.6448
H  1.7545  -3.1357  2.6675
H  -2.9440  2.4372  0.5741
H  -0.0558  -0.0672  0.7936
H  2.3499  4.1458  0.4719
H  0.0630  -0.6407  -3.8048
H  -2.2506  -3.9743  -6.0290
H  -3.6488  1.7529  2.0304
H  3.1881  2.3821  -1.7526
H  3.1521  3.3827  1.8251
H  1.0843  -2.9732  -9.8856
H  -0.5324  3.9533  0.5848
H  4.0612  3.6405  0.3565
H  -2.0213  -2.3676  -7.9154

Properties
DFT total energy	-184022.989	eV
charge	+2
HOMO-LUMO gap	0.0596	Eh

---

Q: Which of these has the lowest charge?
A: C54H42CdF5N7O2P2S2Te